This record from the Open Molecules 2025 dataset describes a 2-piece molecular cluster, H3O5PS overall at a distorted geometry. The level of theory is ωB97M-V/def2-TZVPD.

Calculated values
E_HOMO (spin up / spin down): -6.1 / -10.5 eV
Spin multiplicity: 3
Gap between HOMO and LUMO (spin up / spin down): 6.568 / 7.305 eV
Energy relative to the best compared isomer or geometry (same formula, charge and spin): 0.7192 eV
Total energy: -30405.7907 eV

```
10
H3O5PS ωB97M-V/def2-TZVPD
S -1.5909 1.0926 -1.1308
H 0.1011 2.4932 -0.0604
O -1.6923 1.9452 -2.2924
H -0.8159 -0.4043 -2.7328
O -1.3844 -0.4613 1.1653
O -0.1671 1.5612 -0.2502
H 0.8658 -1.8439 1.6495
O -1.0153 -0.2562 -1.7367
O 0.9026 -0.9496 2.0433
P -0.2162 0.1957 1.7522
```



This record from the Open Molecules 2025 dataset describes one molecule with the formula H3OPS2 at a distorted geometry. The level of theory is ωB97M-V/def2-TZVPD.

Calculated values
E_HOMO: -9.1 eV
Spin multiplicity: 1
Structure (SMILES): O[P@H](=S)S
Gap between HOMO and LUMO: 9.324 eV
Energy relative to the best compared isomer or geometry (same formula, charge and spin): 1.2193 eV
Total energy: -33055.5003 eV

```
7
H3OPS2 ωB97M-V/def2-TZVPD
S -1.5889 -1.1465 0.0091
H 0.1987 1.3181 1.1509
S 1.5411 -1.0724 0.0071
O -0.0289 1.6001 0.3148
H 0.2311 -1.5040 0.6872
P -0.1883 0.1586 -0.4552
H -0.1648 0.6461 -1.7138
```



This record from the Open Molecules 2025 dataset describes a 2-piece molecular cluster, H3OS2 overall. The level of theory is ωB97M-V/def2-TZVPD.

Calculated values
E_HOMO: -2.5 eV
Spin multiplicity: 1
Gap between HOMO and LUMO: 6.241 eV
Energy relative to the best compared isomer or geometry (same formula, charge and spin): 0.1261 eV
Net charge: -1
Total energy: -23768.1351 eV

```
6
H3OS2 ωB97M-V/def2-TZVPD
S 0.3204 -1.3745 -0.8006
H 1.2813 0.4498 1.6918
H -0.1074 0.2424 1.2243
S -0.4277 0.3708 -1.7347
H -1.4460 -0.1935 -2.4023
O 0.3794 0.5049 2.0216
```



This record from the Open Molecules 2025 dataset describes a 20-piece molecular cluster, H40O20 overall at a distorted geometry. The level of theory is ωB97M-V/def2-TZVPD.

Calculated values
E_HOMO: -10.1 eV
Spin multiplicity: 1
Gap between HOMO and LUMO: 9.562 eV
Energy relative to the best compared isomer or geometry (same formula, charge and spin): 8.6465 eV
Total energy: -41594.3782 eV

```
60
H40O20 ωB97M-V/def2-TZVPD
H 0.1966 0.7883 1.1458
O -0.2049 1.4987 0.7660
H -1.5861 -1.7821 -0.0718
H -0.9124 1.4452 -2.4993
O 1.1077 3.3478 2.2633
O -0.4410 -2.5705 5.3094
H 5.7823 1.8561 -1.0491
H -3.6150 -2.2701 2.6196
O 4.9719 -1.4510 -1.9549
H 0.2395 -4.4391 -0.0857
O 0.7869 -2.2077 1.3234
H 5.2402 -2.2963 -1.8946
H 2.8001 1.6234 2.3352
H -3.0417 2.7468 2.0587
H -4.2288 3.5470 1.4772
H 0.4952 -1.6253 0.6272
O -2.0665 -2.4299 -2.9210
H -4.2168 0.5323 -0.6662
O -3.6601 -1.6746 1.8028
O -3.3960 3.5433 1.8904
H 0.1614 -1.9550 5.1602
H -0.3854 1.1006 -1.1662
H 0.6473 -1.7991 2.1799
H 0.9964 -2.9498 -2.1576
O -0.3820 -4.9784 -0.5910
H 2.5627 1.0585 -2.7807
O -0.3718 0.7879 -2.0777
O 5.4814 2.6686 -0.8517
H 0.4443 2.2259 0.6243
H -3.3490 1.8877 -0.3098
H -4.5994 -0.4719 3.8727
O -1.1789 2.2024 -4.4416
O 0.9980 -2.5918 -3.0090
H 1.1957 1.6455 -3.2598
H -1.7884 2.2969 -3.9562
H -0.7582 -4.2791 -1.0602
H -1.5029 -2.9428 -3.4046
H 2.4009 3.7093 -2.4097
H -0.9025 -3.5682 1.3278
O -1.4480 -3.6548 2.1323
H 5.0573 2.5063 -0.0607
O -0.9688 -1.0495 -0.2768
H -1.6776 -1.5479 -2.8894
O 2.9984 4.0051 -1.7856
O -4.0828 1.5031 -0.9411
H -1.1544 -1.9338 5.4577
H -3.3834 0.0872 3.5878
H 3.9066 3.7118 -1.9623
O 3.6757 1.4494 2.1133
H 3.8220 0.5621 2.6152
H 0.1639 3.6733 2.0040
H 1.5551 4.2525 2.1587
H -1.3850 -0.8242 -1.3388
H 1.6565 -3.1259 -3.3703
H -0.7818 -3.9087 2.7463
H -1.1909 2.8908 -5.1359
H 4.0015 -1.5463 -1.9186
O -3.8766 -0.0841 4.2863
O 2.0684 1.8401 -3.0446
H -2.9535 -2.1155 1.5114
```



This record from the Open Molecules 2025 dataset describes a 20-piece molecular cluster, H40O20 overall at a distorted geometry. The level of theory is ωB97M-V/def2-TZVPD.

Calculated values
E_HOMO: -10.2 eV
Spin multiplicity: 1
Gap between HOMO and LUMO: 9.889 eV
Energy relative to the best compared isomer or geometry (same formula, charge and spin): 11.2449 eV
Total energy: -41591.7798 eV

```
60
H40O20 ωB97M-V/def2-TZVPD
H 1.7152 2.4703 1.2161
H -2.8510 -4.5994 -0.1368
O -2.9378 -4.9864 0.7699
H 3.3136 -2.3154 -1.2061
H 4.0498 3.3048 0.2546
O 0.1994 0.9636 3.0610
O -3.4819 -1.8690 3.4023
H -0.9755 -3.1864 1.1884
H 0.3647 0.3267 -4.2627
O -1.6813 -0.2324 -3.7123
H 4.0581 -2.0114 -2.5535
O 0.0050 4.8234 2.2896
H 2.8128 -0.1533 2.9569
H 0.0316 0.9635 2.0729
H -4.2047 -2.2532 2.7887
H 0.2550 -1.0281 4.5757
O 0.2007 -1.8111 4.0070
O 0.7939 -3.0125 -2.1546
H -2.4136 -0.7057 -3.7914
H 1.4189 -0.2923 -1.3320
H 0.8072 0.9355 -0.5504
H -1.8562 0.0042 1.4255
H 2.0325 1.0163 2.7679
O 2.8870 0.6415 2.8979
H -0.2801 -1.5831 3.1852
H -1.3105 2.8112 -3.1864
H 0.2803 2.1989 0.3413
H -1.5619 0.2133 -2.7601
O 1.0730 -0.2832 -4.4174
O 1.0307 1.7526 0.8803
H -1.7266 -2.8669 -1.9832
H -2.3587 -0.3516 -1.1810
H 5.2802 -1.0493 1.1122
O 3.4400 -1.6619 -1.8675
H -3.2230 -2.5849 3.7991
H 0.7080 -1.1414 -4.2790
H 4.4272 -0.7847 -0.0741
O 4.6755 -1.3082 0.4797
O -0.8148 3.6487 -3.4311
H -0.9245 4.6985 2.5399
H 0.5435 1.8355 3.4388
H -1.6203 4.8293 0.8382
H -2.4545 -3.9477 -2.1130
H -1.4187 4.4135 -3.3773
H -3.7739 -4.9193 1.0285
O -2.3686 0.5771 -1.4463
O -1.1708 0.6731 0.9392
H -3.2453 5.1428 0.4708
O -2.6454 4.5854 1.0679
H -0.1562 -2.2845 0.3048
O 0.5192 0.1239 -0.9915
O -0.9540 -2.2789 0.8852
H 1.0393 -3.2212 -3.1089
O -2.7077 -2.9367 -2.1790
H 0.4538 4.0881 2.3173
H -1.4977 0.8299 -0.8542
H 1.5070 -2.9697 -1.5666
H 4.0179 3.5822 -1.1945
O 3.2962 3.4388 -0.5029
H -0.6219 -0.2630 0.9113
```



This record from the Open Molecules 2025 dataset describes H41O21 as an isolated structure at a distorted geometry. The level of theory is ωB97M-V/def2-TZVPD.

Calculated values
E_HOMO: -7.4 eV
Spin multiplicity: 1
Gap between HOMO and LUMO: 9.203 eV
Energy relative to the best compared isomer or geometry (same formula, charge and spin): 10.9820 eV
Net charge: -1
Total energy: -43657.3912 eV

```
62
H41O21 ωB97M-V/def2-TZVPD
H -0.1194 -3.4396 -2.3288
O 1.2597 3.1512 3.3964
H -2.5898 3.9128 0.7452
O 4.3172 -0.2097 -2.4166
H 2.5642 -3.3193 -3.4187
O 2.5801 -3.4928 1.0687
H -2.1047 -2.2631 4.1206
H 3.8709 0.6198 -2.1026
O -3.4424 -0.5872 -2.9987
H -2.5051 -1.2731 0.1523
H 1.9435 2.5271 -4.0772
H -0.7366 -2.2003 3.5719
O -0.9461 -3.4292 -1.8357
O -3.4696 -1.4629 0.1605
H 0.3781 -2.3619 1.6675
H 3.2976 -2.8413 0.9343
O 2.3657 1.6982 -4.2671
H 1.0529 -1.3483 -3.9119
H -0.7814 -1.0535 1.5142
H -2.3695 1.0710 -1.3496
H 2.3652 3.9761 -0.7357
H 0.1585 2.9673 0.2649
H -3.3302 0.5926 3.3803
O -0.4403 -0.3577 5.3693
H 5.1457 -0.2955 -2.1034
H -1.7819 -3.6711 -2.2298
H -0.2536 0.2087 2.4178
H 2.6058 1.2410 -3.5249
O 2.7965 -0.5606 1.8615
H -3.5383 -2.3095 -0.3219
H 2.9008 -0.9694 2.7435
O -1.3957 -2.7943 4.1628
H -0.5307 1.5932 0.9317
H 1.5298 2.8798 -1.3891
H 0.9314 1.3314 2.6409
H -0.1857 -1.0077 4.6986
O -2.9017 3.6871 -0.1084
O -0.2694 2.7215 0.8699
H 2.0379 2.9218 2.8326
H -2.6177 -0.6549 -3.4966
O 2.5747 -2.3865 -3.2382
H -0.2066 -1.2475 -5.1216
O -1.6599 1.3855 -4.2438
H 0.1121 0.3687 5.3190
H 2.3766 0.2846 2.0147
H -1.5574 1.4695 -3.2492
O -1.5433 0.8643 -1.3207
H -1.4374 0.8494 -0.0979
H 0.7389 3.0463 2.6811
H -3.2284 -0.4242 -2.0778
H 2.3358 -4.0897 0.4722
H -1.7746 1.2770 1.6138
H -3.0671 -0.3707 4.5323
O -0.6841 -2.0655 1.6131
H -2.4275 2.8989 -0.2877
H 3.3824 -1.7256 -3.0739
O -2.9912 0.3459 4.1054
H -0.8157 0.9474 -4.4159
O 2.2864 3.3180 -1.3980
O 0.5471 -0.7731 -4.6469
O -1.4548 0.5821 1.1219
O 0.7020 0.2475 2.8094
```



This record from the Open Molecules 2025 dataset describes a 21-piece molecular cluster, H42O21 overall at a distorted geometry. The level of theory is ωB97M-V/def2-TZVPD.

Calculated values
E_HOMO: -10.6 eV
Spin multiplicity: 1
Gap between HOMO and LUMO: 10.110 eV
Energy relative to the best compared isomer or geometry (same formula, charge and spin): 12.4174 eV
Total energy: -43673.3976 eV

```
63
H42O21 ωB97M-V/def2-TZVPD
H 4.7307 0.8928 -2.5046
H 2.1491 -2.6284 -0.5993
H 0.7951 1.1764 -2.8494
H -0.9880 -0.9038 -1.0214
O 3.3043 -1.1224 3.0109
O -4.6784 -0.4514 0.1180
H -5.1274 -0.5226 0.8671
O -1.8133 0.0253 0.3383
H 1.4897 0.4253 0.0526
O 0.5903 4.3770 2.2149
H 3.5694 0.0006 3.0131
H 0.2034 -0.2669 3.5957
H -0.1677 3.6706 -1.9167
H -2.7706 -4.0179 0.7407
O -2.8686 -1.9045 -4.2265
H -2.4136 -0.2220 1.0009
H 2.1338 -0.8845 -0.3921
O 0.6258 0.4657 4.0023
H 4.2610 1.8013 -1.1478
H 4.1707 -3.2601 1.0928
H 1.4278 0.4270 3.3898
H 4.9369 -1.9204 0.8303
O 0.2501 1.6581 -2.2419
O -0.0587 -3.1709 0.7037
H -1.6270 0.9070 0.4716
O 1.1938 -0.2871 -4.4709
O -3.3870 -0.5585 2.3331
H -0.7849 -0.6681 -2.4950
H -2.2384 2.5650 0.8761
H -1.1427 2.6289 2.7576
H -1.3617 -3.4172 2.7690
H 1.3149 4.6951 1.4622
H -4.2790 -1.2998 -0.1452
H -3.6707 0.3737 2.5164
H -0.6258 1.3326 -2.3369
H 0.7307 0.4254 -4.9503
H 0.5442 -0.8162 -4.3040
O 2.5540 -2.1866 -1.2639
H -0.1827 -2.8363 -0.2721
H -0.0772 -2.2280 3.0931
O 1.8147 -0.3457 0.4276
H -1.3483 3.8949 -2.9244
O 2.3679 3.2547 -2.1751
H -2.4948 -1.2387 -3.6040
O 4.7371 1.0143 -1.6177
H -1.6226 3.4593 -0.2520
H 3.5617 -2.4259 -1.0858
H 1.7837 2.6621 -2.5905
H -3.0642 -1.0457 3.0424
H -2.8095 -3.0020 -0.3503
H 0.3997 -2.3997 1.1541
H 0.0488 3.8491 1.6007
O 4.2956 -2.5390 0.5715
O -0.9960 -2.4414 2.8422
O -1.0338 4.1577 -1.9489
H -2.8361 -2.6345 -3.5377
O -3.3862 -3.5208 0.2022
O -0.9577 -1.2145 -1.8463
H -1.8536 1.6261 3.8804
O -1.8441 2.6648 3.5269
H 3.2591 -1.2357 1.9262
O -1.5593 2.5941 0.1791
H 2.8257 2.5923 -1.5328
```



This record from the Open Molecules 2025 dataset describes a 21-piece molecular cluster, H42O21 overall at a distorted geometry. The level of theory is ωB97M-V/def2-TZVPD.

Calculated values
E_HOMO: -10.2 eV
Spin multiplicity: 1
Gap between HOMO and LUMO: 9.907 eV
Energy relative to the best compared isomer or geometry (same formula, charge and spin): 8.5643 eV
Total energy: -43677.2507 eV

```
63
H42O21 ωB97M-V/def2-TZVPD
O -0.4224 -3.2950 3.6456
H 1.3708 2.9663 0.6877
O 0.1608 -0.4439 4.1410
O 1.2973 -4.2860 1.4322
H 0.7896 2.8522 -4.0526
H 0.2285 -4.3034 -1.1046
H -2.5697 -2.2532 1.9864
H -4.1224 0.3644 -0.6172
H -2.8435 4.2077 -0.7418
O -0.5295 -3.7181 -1.2441
H -2.2585 -1.3276 0.9084
H 3.7353 -2.1391 -1.6007
H 0.4332 3.1371 -2.6971
H 4.3978 -1.4600 -2.8117
O -3.3614 0.6357 -0.0874
O -0.5638 0.2204 -1.5538
H 2.7736 -0.0734 0.0764
O 1.0054 3.5105 -3.3780
H -1.1166 -1.1702 -5.1082
H 0.2116 -0.7607 1.4154
O 1.6212 3.6274 0.0617
H -1.8000 -1.4278 -2.1888
H 1.8562 -1.2078 0.1308
H -3.6119 1.5316 0.1755
H 2.5039 1.4113 -3.5469
O 3.7184 -1.3547 -2.1429
O 2.3263 1.6004 -2.6186
O 2.8480 -0.6467 2.9135
H -2.4394 2.8567 -1.0254
H -1.2842 -4.2894 -1.4037
O -1.8120 -2.0217 1.4284
H -1.3138 0.1476 -0.9342
H 2.4543 2.6929 3.7014
O -2.3367 3.3265 2.4625
H 0.5927 -3.7673 1.0367
H 0.2054 1.9963 2.1290
O -2.1377 -2.3310 -2.2288
O 2.8050 -1.0141 0.3148
H 0.2532 0.0204 -1.1647
H -0.2406 -0.8700 -3.9360
H 2.0258 3.3537 -0.7632
H -1.7037 0.5872 -2.5254
O -0.1925 -1.0295 -4.8821
H -0.7266 -2.9587 2.8033
H -2.9736 1.6742 -2.7989
H -1.6968 4.0375 2.5949
H -0.6890 0.8768 1.9187
H -2.6988 -2.3146 -3.0146
H 3.6128 -1.2496 2.9282
H 1.4404 2.5698 2.5608
O -2.4991 0.8614 -2.9338
H 0.6280 -0.9013 3.4359
O 0.2478 -0.8720 0.4679
H 0.7822 -0.2505 4.8434
H 2.8450 -0.7072 1.9225
O -0.4171 1.6897 1.4819
H 1.3215 -3.9506 2.3285
H -0.9126 -3.0095 4.4160
H -2.2159 2.8402 3.2876
H -0.3259 -1.5859 0.1564
O 1.9989 3.1934 3.0153
H 2.3012 0.6670 -2.2894
O -2.9763 3.5342 -1.4142
```



Q: Look up the spin multiplicity of the first one.
A: 3